The following is a quantum chemistry calculation of the molecule C19H28N2O4S, from the OMol25 dataset.

```
! wB97M-V def2-TZVPD RIJCOSX def2/J DEFGRID3
* xyz 0 1
S -4.314 -0.879 -1.511
O -2.243 2.930 0.845
O 3.812 1.560 -0.411
O -2.129 -1.457 1.782
O 0.471 -1.614 -1.410
N 2.340 -1.341 -0.193
N -2.590 1.739 -1.038
C -4.735 -2.217 -0.366
C 1.640 1.471 -1.506
C 2.438 1.642 -0.378
C 3.029 -1.069 1.049
C 0.274 1.662 -1.438
C 0.185 -1.245 0.944
C 0.993 -1.410 -0.330
C 1.841 2.073 0.807
C -1.794 2.285 -0.088
C -2.113 -0.323 2.620
C -4.028 1.817 -0.956
C 4.433 -0.510 0.787
C -0.329 2.052 -0.247
C 4.509 0.326 -0.500
C 3.191 -1.699 -1.309
C 4.150 -0.566 -1.700
C -1.309 -1.361 0.639
C -4.644 0.539 -0.397
C 0.478 2.278 0.867
H -4.264 2.652 -0.290
H 5.152 -1.323 0.682
H -2.253 0.603 2.053
H 3.109 -1.985 1.652
H -4.087 -2.165 0.505
H 4.738 0.101 1.637
H 0.393 -0.270 1.387
H 2.466 2.259 1.668
H -1.495 -2.274 0.069
H -0.306 1.531 -2.339
H 0.009 2.620 1.778
H 2.454 -0.339 1.621
H 5.066 -1.008 -2.092
H -4.210 0.297 0.573
H -1.609 -0.504 0.024
H -5.724 0.652 -0.298
H -2.216 1.073 -1.696
H 2.533 -1.957 -2.140
H 3.766 -2.590 -1.028
H 0.475 -2.023 1.656
H -4.431 2.017 -1.953
H -2.939 -0.449 3.318
H -1.179 -0.251 3.188
H 3.727 0.050 -2.490
H -4.571 -3.148 -0.899
H 2.079 1.205 -2.453
H 5.543 0.675 -0.615
H -5.781 -2.132 -0.079
*
```

Calculated values
energy = -1549.47512 a.u.
energy above the lowest of the compared OMol25 structures with the same formula, charge and spin = 1.310 eV
highest occupied orbital energy = -8.5 eV
orbital gap = 9.0875 eV

The following is a quantum chemistry calculation of the molecule C3H5NS3 in a non-equilibrium geometry, from the OMol25 dataset.

```
! wB97M-V def2-TZVPD RIJCOSX def2/J DEFGRID3
* xyz 0 1
S -0.884 0.576 1.210
S 2.220 -1.148 -0.181
S -1.331 -0.276 -1.735
N 0.972 -2.086 0.290
C -0.572 2.144 0.216
C -0.754 -0.413 -0.162
C -0.294 -1.715 0.287
H -1.126 -2.475 0.517
H 0.203 2.030 -0.627
H -0.084 3.030 0.855
H 3.219 -2.100 -0.300
H -1.569 2.432 -0.368
*
```

Calculated values
energy = -1366.52787 a.u.
energy above the lowest of the compared OMol25 structures with the same formula, charge and spin = 2.342 eV
highest occupied orbital energy = -8.8 eV
orbital gap = 7.8744 eV

The following is a quantum chemistry calculation of the molecule C27H26N4O6 in a non-equilibrium geometry, from the OMol25 dataset.

```
! wB97M-V def2-TZVPD RIJCOSX def2/J DEFGRID3
* xyz 0 1
O 1.672 0.971 -2.988
O 0.335 -3.161 -1.704
O 6.220 0.275 1.729
O -4.205 4.666 0.135
O -4.609 -1.426 1.854
O -1.818 3.805 -0.400
N -3.166 -0.793 0.200
N -2.201 -1.077 -0.659
N -0.611 -1.344 -2.665
N 2.246 -0.981 -1.935
C -3.501 0.587 0.228
C -1.691 -2.263 -0.776
C -2.180 -5.662 0.729
C 4.724 -1.229 0.750
C -4.043 3.319 0.181
C -0.499 3.403 -0.691
C 3.737 -1.550 -0.153
C 0.489 -1.053 -3.556
C -3.743 -1.732 1.059
C -1.653 -4.671 -0.068
C -3.714 -4.105 1.722
C 3.753 0.704 -0.978
C 7.865 1.496 2.920
C -5.035 2.402 0.482
C -3.196 -3.085 0.922
C -2.153 -3.367 0.019
C 1.551 -0.223 -2.809
C -4.777 1.038 0.501
C -0.560 -2.329 -1.745
C -3.211 -5.383 1.624
C -2.484 1.496 -0.075
C 6.806 1.557 1.830
C 3.241 -0.585 -1.031
C -5.473 5.199 0.429
C 5.245 0.066 0.803
C -2.737 2.852 -0.109
C 4.746 1.027 -0.069
H 3.375 1.457 -1.649
H -6.230 4.854 -0.284
H 1.968 -1.957 -1.857
H 7.408 1.213 3.864
H -1.791 -6.667 0.660
H -1.498 1.114 -0.280
H -3.614 -6.171 2.242
H 7.264 1.839 0.871
H -6.036 2.735 0.703
H 5.115 -1.967 1.432
H 8.340 2.467 3.029
H -4.511 -3.859 2.408
H -5.569 0.348 0.736
H -0.450 2.764 -1.578
H 0.050 4.323 -0.885
H 3.339 -2.554 -0.185
H 5.122 2.038 -0.056
H -1.306 -0.627 -2.512
H -0.040 2.882 0.155
H -5.364 6.279 0.343
H 8.618 0.756 2.664
H 0.919 -1.999 -3.897
H 6.041 2.303 2.086
H 0.119 -0.481 -4.407
H -5.791 4.947 1.446
H -0.850 -4.879 -0.757
*
```

Calculated values
energy = -1714.96921 a.u.
energy above the lowest of the compared OMol25 structures with the same formula, charge and spin = 0.000 eV
highest occupied orbital energy = -7.9 eV
orbital gap = 7.6279 eV

The following is a quantum chemistry calculation of the molecule C20H31NOS, from the OMol25 dataset.

```
! wB97M-V def2-TZVPD RIJCOSX def2/J DEFGRID3
* xyz 0 1
S 0.026 1.664 -3.078
O 2.015 -1.960 -0.541
N -0.220 -1.928 -0.261
C 0.531 4.094 -1.778
C 1.116 -3.473 1.073
C -0.577 -1.541 4.814
C -0.751 0.475 -0.642
C -2.622 -2.927 4.500
C 1.062 3.917 -4.115
C -0.775 -3.069 2.766
C 1.524 5.218 -4.111
C 0.557 3.350 -2.948
C -1.208 1.430 -1.743
C -0.487 -4.017 5.091
C 0.726 -2.978 2.472
C -1.546 -2.107 1.855
C 1.022 -2.391 0.015
C 1.481 5.969 -2.946
C -1.104 -2.873 4.274
C 0.986 5.402 -1.786
C 0.418 1.035 0.160
C -1.414 -2.448 0.365
C -0.378 -0.885 -1.253
H 0.578 -0.795 -1.773
H 0.510 -4.336 0.791
H -2.833 -3.017 5.563
H -0.979 -0.702 4.251
H 0.787 0.288 0.858
H 1.087 3.325 -5.017
H 1.238 1.297 -0.505
H 1.913 5.650 -5.021
H 0.170 3.669 -0.856
H 0.599 -3.981 5.083
H -1.611 0.336 0.027
H 0.508 -1.501 4.773
H -2.087 1.023 -2.247
H -1.144 -1.191 -1.974
H -0.805 -4.982 4.702
H 1.269 -3.586 3.195
H -0.878 -1.423 5.853
H 1.836 6.989 -2.943
H -1.198 -1.086 2.014
H -0.808 -3.946 6.128
H -3.113 -2.025 4.146
H -2.264 -2.019 -0.171
H -1.464 -3.535 0.235
H -3.058 -3.787 3.996
H 1.067 -1.947 2.585
H -2.606 -2.148 2.099
H -1.459 2.411 -1.345
H 0.119 1.915 0.727
H -1.101 -4.087 2.515
H 0.958 5.975 -0.871
H 2.162 -3.786 1.083
*
```

Calculated values
energy = -1308.90484 a.u.
energy above the lowest of the compared OMol25 structures with the same formula, charge and spin = 0.000 eV
highest occupied orbital energy = -8.1 eV
orbital gap = 8.6910 eV

The following is a quantum chemistry calculation of a structure of composition C34H72N4O24Zr in a non-equilibrium geometry, from the OMol25 dataset.

```
! wB97M-V def2-TZVPD RIJCOSX def2/J DEFGRID3
* xyz 2 1
Zr 1.486 2.086 1.010
O 0.520 3.360 -0.737
O 0.543 2.028 3.359
O 2.728 -0.883 3.792
O -0.475 1.354 0.894
O -1.036 -4.686 0.778
O 1.695 1.029 -6.563
O -0.310 -3.899 -4.696
O -6.964 2.024 -0.274
O -1.111 4.807 -1.100
O -2.995 -2.231 4.292
O 1.185 -2.999 -6.107
O 3.131 3.077 -0.385
O 5.198 3.356 -1.139
O -0.942 0.690 -4.007
O 3.603 -2.348 0.901
O 1.729 0.175 2.149
O -4.449 -2.477 2.601
O -1.994 -1.187 -4.119
O 1.614 0.748 -0.603
O -0.916 3.074 4.688
O 1.923 2.732 -5.272
O -3.259 -4.440 0.758
O 4.392 -0.384 0.608
O -5.956 1.706 -2.158
N 1.870 1.526 -5.500
N -1.950 0.008 -3.938
N 3.946 -1.432 0.190
N -5.974 1.905 -0.951
C 0.757 1.869 5.722
C -3.639 -1.836 3.194
C 1.000 -2.015 2.754
C 4.332 0.070 5.297
C 0.140 4.038 -2.974
C 3.863 -1.623 -1.282
C -2.304 -5.090 1.043
C -2.554 -4.518 -5.134
C 0.861 -3.353 -5.013
C -0.785 0.543 -0.211
C -4.693 1.891 -0.225
C -0.914 -3.551 -0.052
C -2.677 5.644 0.509
C 6.996 1.770 -1.220
C -2.369 -6.503 1.554
C 1.841 -0.807 2.885
C -3.274 -3.563 4.768
C -1.978 -4.287 4.998
C -1.292 -3.989 -5.756
C -0.995 -3.863 -1.540
C -0.164 4.015 -1.506
C 3.967 3.697 -1.051
C 3.641 0.212 3.972
C -1.449 4.806 0.314
C 2.202 0.651 -4.345
C 0.453 -0.030 -0.857
C -3.236 0.709 -3.689
C 3.695 5.032 -1.668
C 5.624 2.047 -0.676
C 0.113 2.340 4.466
C -2.614 2.999 2.863
C 1.759 -3.247 -3.811
C -1.618 3.794 3.649
C -3.205 -0.459 2.768
H -1.433 -3.015 -6.223
H -3.883 2.113 -0.908
H 1.650 2.451 5.941
H 4.839 -0.888 5.405
H -0.001 3.070 -3.447
H 4.915 1.282 -0.972
H 7.225 0.709 -1.162
H -3.925 -4.048 4.042
H 1.194 4.307 -2.994
H -3.586 5.175 0.131
H 0.683 -0.990 -0.377
H -1.457 -0.280 0.049
H 0.058 -3.095 0.141
H -3.338 -4.591 -5.887
H -3.068 -0.513 1.685
H -2.901 -3.857 -4.340
H 3.644 0.155 6.141
H 7.089 2.066 -2.267
H -2.257 -0.217 3.249
H 1.393 -2.669 1.971
H -1.292 -3.673 5.585
H -2.140 -5.264 5.443
H 2.775 -3.024 -4.123
H 1.398 -2.419 -3.187
H -2.198 2.207 2.238
H 4.631 -2.325 -1.592
H 0.068 1.917 6.562
H -0.057 -1.828 2.583
H 4.359 0.264 3.151
H -3.835 -3.480 5.700
H 2.849 -1.932 -1.502
H -4.589 0.908 0.227
H -0.453 4.787 -3.488
H -3.202 3.691 2.260
H -2.392 -5.510 -4.712
H 3.087 1.157 3.961
H -2.811 5.926 1.556
H -3.531 1.275 -4.565
H 1.010 0.811 5.632
H 4.062 -0.657 -1.728
H 0.315 -0.188 -1.929
H -3.989 -0.050 -3.506
H 1.797 -0.347 -4.464
H 1.717 -4.139 -3.189
H 1.100 -2.640 3.644
H -0.083 -4.396 -1.806
H 3.283 0.500 -4.338
H -3.947 0.317 2.931
H -2.780 -7.088 0.736
H 5.054 0.879 5.407
H -2.160 4.523 4.248
H -1.826 -4.531 -1.782
H -1.410 -6.868 1.906
H 5.644 2.049 0.416
H -3.068 -6.527 2.389
H -0.922 -4.665 -6.527
H -1.592 3.781 0.659
H 4.048 5.159 -2.684
H 4.107 5.802 -1.011
H -1.313 1.193 -0.929
H -4.731 2.648 0.553
H 7.756 2.350 -0.697
H -0.943 4.353 2.994
H 2.618 5.201 -1.624
H -1.448 -4.431 4.046
H -2.619 6.615 0.010
H -3.300 2.458 3.519
H 1.887 1.181 -3.456
H -1.161 -3.006 -2.192
H -3.084 1.302 -2.798
H -1.650 -2.787 0.231
H -0.599 5.247 0.847
*
```

Calculated values
energy = -3409.81524 a.u.
energy above the lowest of the compared OMol25 structures with the same formula, charge and spin = 0.000 eV
highest occupied orbital energy = -13.7 eV
orbital gap = 6.8642 eV

The following is a quantum chemistry calculation of a cluster of 2 separate species, C4H14NO in total in a non-equilibrium geometry, from the OMol25 dataset.

```
! wB97M-V def2-TZVPD RIJCOSX def2/J DEFGRID3
* xyz 1 1
O -1.081 2.592 0.815
N 0.581 0.440 0.585
C 0.676 -0.128 -1.922
C 1.437 -0.116 -0.594
C -0.961 -1.612 0.292
C -0.327 -0.614 1.217
H -2.021 2.689 0.603
H 1.427 -0.027 -2.703
H 0.008 1.063 0.023
H 1.250 0.856 1.212
H -1.142 -0.151 1.764
H 0.290 -1.130 -2.100
H 1.727 -1.101 -0.247
H 2.267 0.576 -0.715
H -1.840 -1.309 -0.272
H 0.426 -1.047 1.875
H -0.987 2.983 1.692
H -1.246 -2.431 0.924
H -0.117 0.598 -1.998
H -0.366 -2.131 -0.451
*
```

Calculated values
energy = -290.53733 a.u.
energy above the lowest of the compared OMol25 structures with the same formula, charge and spin = 1.031 eV
highest occupied orbital energy = -16.0 eV
orbital gap = 12.9687 eV

The following is a quantum chemistry calculation of a structure of composition C28H27IrN3O2PS3, from the OMol25 dataset.

```
! wB97M-V def2-TZVPD RIJCOSX def2/J DEFGRID3
* xyz 0 1
Ir 0.455 -0.135 -0.010
S -2.498 3.424 1.156
S 1.799 1.070 -1.569
S 2.159 -1.804 -0.258
P 3.223 -0.326 -1.137
O -0.203 -0.924 1.831
O 1.391 0.537 1.721
N -0.890 -1.108 -1.283
N -0.899 1.337 0.237
N 0.348 -1.224 -3.261
C 0.864 -1.409 4.598
C 1.013 -0.199 8.197
C -1.807 -2.249 -3.176
C 4.247 1.487 0.700
C -0.777 -1.509 -2.561
C 5.653 -0.431 -4.389
C 5.711 -0.330 0.075
C 0.817 0.999 5.994
C 3.764 -2.099 -3.209
C -2.033 -1.407 -0.618
C 0.748 -0.189 3.921
C 4.089 -0.884 -2.619
C 0.592 2.350 3.897
C 0.729 1.030 4.607
C 0.940 -0.192 6.695
C -2.946 -2.548 -2.483
C -3.071 -2.111 -1.163
C 6.409 1.265 1.728
C 0.972 -1.385 5.981
C 5.206 1.942 1.593
C 0.642 -0.191 2.448
C 5.036 -0.047 -3.210
C 0.898 -2.728 3.872
C 6.662 0.129 0.969
C -1.569 2.213 0.625
C 4.393 -2.483 -4.386
C 5.333 -1.650 -4.975
C 4.502 0.352 -0.062
H 5.009 2.825 2.187
H -3.739 -3.110 -2.958
H 6.386 0.218 -4.849
H 1.237 -3.516 4.542
H 0.312 -1.360 -4.255
H -1.673 -2.562 -4.202
H 5.908 -1.217 -0.516
H 0.787 1.936 6.539
H 0.943 -0.476 -2.928
H 1.568 -2.697 3.011
H 4.148 -3.433 -4.842
H 7.601 -0.399 1.075
H 1.082 -2.322 6.515
H 1.711 -0.956 8.555
H -0.229 2.348 3.178
H 1.329 0.770 8.582
H -3.953 -2.309 -0.573
H 5.821 -1.950 -5.893
H 3.302 2.003 0.599
H 5.293 0.898 -2.747
H 3.018 -2.734 -2.747
H 0.035 -0.425 8.628
H -2.078 -1.049 0.400
H 1.500 2.592 3.345
H -0.091 -2.994 3.497
H 0.403 3.145 4.618
H 7.154 1.623 2.426
*
```

Calculated values
energy = -3038.36352 a.u.
energy above the lowest of the compared OMol25 structures with the same formula, charge and spin = 0.000 eV
highest occupied orbital energy = -7.5 eV
orbital gap = 7.6305 eV

The following is a quantum chemistry calculation of a structure of composition C12H19BBeCl2F4N5 in a non-equilibrium geometry, from the OMol25 dataset.

```
! wB97M-V def2-TZVPD RIJCOSX def2/J DEFGRID3
* xyz 1 1
Cl -4.649 1.052 -4.802
Cl -6.195 -1.822 -2.154
F 0.393 -0.675 -1.568
F 0.846 -2.897 -1.288
F -0.957 -1.952 -0.253
F 1.120 -1.491 0.387
N 5.597 1.207 2.457
N 0.263 -0.478 5.447
N 5.731 -3.880 -3.759
N 0.303 6.870 -1.220
N -3.986 -3.440 3.202
C 0.486 0.590 5.863
C 5.970 0.716 1.471
C 3.993 -2.462 -5.213
C 6.368 0.183 0.115
C -4.440 -2.357 3.330
C 0.749 1.972 6.258
C 4.990 -3.194 -4.375
C -5.740 -0.164 -4.139
C 0.586 4.596 -0.065
C 0.405 5.849 -0.717
C -4.917 -0.964 3.335
C -5.341 -0.439 -2.718
B 0.306 -1.749 -0.729
Be 0.401 -4.947 2.244
H -6.772 0.142 -4.312
H 0.616 2.406 5.267
H 6.936 -0.731 0.289
H 0.170 4.717 0.936
H -5.909 -0.719 2.955
H 4.543 -1.852 -5.930
H 1.579 4.147 -0.069
H -0.007 3.759 -0.435
H 3.350 -3.160 -5.751
H -4.984 -0.861 4.418
H 6.933 0.989 -0.353
H 3.385 -1.812 -4.583
H -5.541 0.470 -2.149
H 1.804 2.175 6.445
H -4.283 -0.701 -2.695
H 0.122 2.377 7.052
H -4.179 -0.277 2.922
H 5.500 -0.076 -0.491
H -5.546 -1.119 -4.626
*
```

Calculated values
energy = -2101.36776 a.u.
energy above the lowest of the compared OMol25 structures with the same formula, charge and spin = 9.087 eV
highest occupied orbital energy = -13.0 eV
orbital gap = 1.4390 eV